No. 1
Formula: C59H114BF3HgN6O17S
Source: the Open Molecules 2025 dataset
Level of theory: the ωB97M-V functional and the def2-TZVPD basis

Summary:
Energy relative to the best compared isomer or geometry (same formula, charge and spin)   98.0 kJ/mol
Spin multiplicity   1
HOMO level   -8.55 eV

Last column: Löwdin charge in e.
CARTESIAN COORDINATES (ANGSTROEM)
1 Hg -5.31 -11.36 -18.87  0.246
2 O 2.21 -12.26 -23.63  0.141
3 C 2.26 -13.49 -23.73  -0.334
4 O 2.90 -14.13 -24.66  0.287
5 B 2.52 -15.47 -24.71  -0.914
6 O 1.34 -15.60 -23.76  0.249
7 C 1.17 -14.46 -23.19  -0.334
8 O 0.12 -14.13 -22.57  0.111
9 O 3.61 -16.41 -24.49  0.198
10 C 3.88 -17.19 -25.61  -0.253
11 O 4.76 -18.09 -25.75  0.092
12 C 2.81 -16.78 -26.66  -0.303
13 O 2.15 -15.73 -26.13  0.204
14 O 2.53 -17.32 -27.76  0.085
15 C -1.60 -11.86 -12.35  -0.601
16 F -1.90 -11.58 -11.13  0.190
17 F -0.95 -10.78 -12.93  0.090
18 F -0.79 -12.96 -12.39  0.113
19 S -3.23 -12.11 -13.42  0.584
20 O -3.56 -10.79 -14.03  -0.233
21 O -3.00 -12.98 -14.58  -0.232
22 O -4.28 -12.58 -12.48  -0.260
23 C -8.83 -12.89 -4.43  -0.044
24 C -7.58 -12.03 -4.72  -0.484
25 C -8.08 -10.85 -5.58  -0.154
26 C -6.99 -9.85 -5.82  -0.170
27 C -6.56 -9.21 -4.44  -0.106
28 C -6.22 -10.29 -3.36  -0.507
29 N -7.08 -11.41 -3.43  -0.102
30 O -6.89 -12.36 -2.41  0.019
31 C -4.72 -10.59 -3.45  -0.027
32 C -6.53 -9.63 -1.95  -0.028
33 C -6.58 -12.95 -5.40  -0.018
34 H -8.67 -13.84 -3.92  0.077
35 H -9.34 -13.17 -5.35  0.085
36 H -9.47 -12.35 -3.74  0.088
37 H -8.39 -11.25 -6.55  0.122
38 H -8.93 -10.33 -5.14  0.128
39 H -7.42 -9.03 -6.39  0.110
40 H -6.19 -10.33 -6.39  0.106
41 H -7.32 -8.49 -4.13  0.113
42 H -5.73 -8.55 -4.65  0.113
43 H -4.16 -9.72 -3.11  0.086
44 H -4.39 -11.41 -2.81  0.079
45 H -4.44 -10.78 -4.48  0.076
46 H -6.04 -8.66 -1.81  0.077
47 H -7.58 -9.38 -1.78  0.080
48 H -6.24 -10.27 -1.11  0.074
49 H -6.23 -13.73 -4.72  0.086
50 H -5.71 -12.33 -5.61  0.067
51 H -7.09 -13.29 -6.31  0.099
52 H -6.12 -12.83 -2.75  0.083
53 C -2.50 -22.40 -17.72  -0.034
54 C -1.28 -22.97 -16.98  -0.460
55 C 0.02 -22.25 -17.54  -0.140
56 C 0.15 -20.87 -16.98  -0.185
57 C 0.09 -20.86 -15.47  -0.187
58 C -1.02 -21.57 -14.78  -0.478
59 N -1.18 -22.92 -15.48  -0.060
60 O -2.24 -23.66 -14.89  -0.019
61 C -0.56 -21.87 -13.33  -0.043
62 C -2.34 -20.69 -14.77  0.003
63 C -1.04 -24.40 -17.47  -0.061
64 H -2.65 -21.32 -17.78  0.067
65 H -3.39 -22.80 -17.23  0.082
66 H -2.67 -22.74 -18.74  0.083
67 H 0.85 -22.91 -17.27  0.111
68 H 0.06 -22.25 -18.63  0.124
69 H -0.71 -20.24 -17.22  0.104
70 H 1.03 -20.28 -17.24  0.119
71 H 0.09 -19.85 -15.05  0.126
72 H 1.04 -21.31 -15.16  0.122
73 H 0.15 -22.70 -13.24  0.082
74 H -0.06 -20.97 -12.99  0.083
75 H -1.29 -22.22 -12.60  0.077
76 H -3.08 -21.27 -14.21  0.076
77 H -2.14 -19.82 -14.14  0.079
78 H -2.62 -20.37 -15.77  0.066
79 H -1.12 -24.61 -18.53  0.089
80 H -1.81 -25.04 -17.04  0.073
81 H -0.13 -24.87 -17.09  0.082
82 H -1.77 -24.33 -14.39  0.102
83 C 4.46 -17.68 -7.16  -0.026
84 C 4.16 -16.79 -5.98  -0.486
85 C 2.65 -16.81 -5.60  -0.134
86 C 2.17 -18.10 -4.93  -0.200
87 C 2.97 -18.39 -3.70  -0.130
88 C 4.53 -18.33 -3.95  -0.480
89 N 4.94 -17.23 -4.82  -0.119
90 O 6.32 -17.20 -4.90  0.002
91 C 5.22 -18.17 -2.64  -0.047
92 C 4.95 -19.71 -4.59  -0.025
93 C 4.45 -15.27 -6.29  -0.017
94 H 5.49 -17.43 -7.43  0.084
95 H 3.85 -17.56 -8.06  0.090
96 H 4.44 -18.75 -6.99  0.067
97 H 2.36 -16.05 -4.87  0.122
98 H 2.08 -16.62 -6.51  0.120
99 H 2.21 -18.93 -5.63  0.108
100 H 1.13 -18.06 -4.63  0.115
101 H 2.71 -19.43 -3.48  0.122
102 H 2.71 -17.74 -2.87  0.117
103 H 4.74 -17.35 -2.09  0.086
104 H 5.14 -19.07 -2.04  0.090
105 H 6.28 -17.94 -2.66  0.084
106 H 5.89 -19.65 -5.14  0.079
107 H 5.13 -20.43 -3.79  0.080
108 H 4.27 -20.04 -5.37  0.065
109 H 3.53 -14.82 -6.65  0.079
110 H 5.39 -15.07 -6.80  0.078
111 H 4.63 -14.78 -5.33  0.077
112 H 6.58 -16.44 -4.39  0.112
113 C 10.30 -11.23 -15.69  -0.058
114 C 10.11 -12.69 -15.67  -0.492
115 C 10.27 -13.17 -14.19  -0.099
116 C 9.64 -14.56 -13.93  -0.172
117 C 8.14 -14.58 -14.31  -0.114
118 C 7.91 -14.24 -15.84  -0.475
119 N 8.82 -13.09 -16.33  -0.060
120 O 8.54 -12.57 -17.57  0.057
121 C 8.28 -15.43 -16.71  -0.014
122 C 6.52 -13.78 -15.98  -0.047
123 C 11.26 -13.21 -16.57  -0.025
124 H 11.18 -10.90 -15.13  0.102
125 H 9.41 -10.84 -15.18  0.098
126 H 10.32 -10.76 -16.67  0.092
127 H 11.32 -13.11 -13.90  0.120
128 H 9.73 -12.51 -13.52  0.117
129 H 9.69 -14.84 -12.87  0.108
130 H 10.14 -15.39 -14.43  0.103
131 H 7.55 -14.01 -13.59  0.118
132 H 7.82 -15.62 -14.19  0.118
133 H 7.66 -16.32 -16.59  0.100
134 H 8.19 -15.05 -17.72  0.088
135 H 9.32 -15.71 -16.56  0.077
136 H 6.35 -13.60 -17.04  0.089
137 H 5.81 -14.56 -15.71  0.100
138 H 6.20 -12.89 -15.44  0.099
139 H 11.24 -12.67 -17.51  0.082
140 H 11.12 -14.26 -16.82  0.080
141 H 12.25 -13.06 -16.14  0.096
142 H 9.24 -13.08 -17.99  0.100
143 C 1.15 -2.48 -9.43  -0.053
144 C 1.31 -3.14 -10.76  -0.496
145 C 1.85 -2.06 -11.71  -0.131
146 C 3.31 -1.55 -11.43  -0.162
147 C 4.31 -2.76 -11.36  -0.111
148 C 3.82 -4.02 -10.50  -0.425
149 N 2.31 -4.29 -10.67  -0.088
150 O 1.90 -5.20 -9.75  -0.015
151 C 4.60 -5.23 -11.07  -0.052
152 C 4.17 -3.79 -9.02  -0.046
153 C -0.08 -3.52 -11.24  -0.043
154 H 1.39 -3.08 -8.55  0.085
155 H 0.19 -1.99 -9.28  0.093
156 H 1.88 -1.69 -9.27  0.068
157 H 1.79 -2.32 -12.76  0.122
158 H 1.30 -1.17 -11.41  0.117
159 H 3.41 -0.96 -10.52  0.092
160 H 3.56 -0.81 -12.19  0.104
161 H 5.22 -2.36 -10.90  0.106
162 H 4.72 -3.06 -12.32  0.104
163 H 5.63 -4.96 -11.27  0.078
164 H 4.71 -6.08 -10.39  0.078
165 H 4.25 -5.59 -12.03  0.085
166 H 5.25 -3.91 -8.91  0.084
167 H 3.90 -2.82 -8.61  0.076
168 H 3.77 -4.46 -8.25  0.080
169 H -0.90 -2.80 -11.33  0.093
170 H -0.42 -4.35 -10.61  0.079
171 H -0.04 -4.03 -12.20  0.081
172 H 1.82 -5.99 -10.30  0.119
173 C -7.90 -15.95 -20.10  -0.046
174 C -9.32 -15.91 -19.42  -0.412
175 C -9.28 -17.01 -18.28  -0.124
176 C -10.36 -16.95 -17.19  -0.188
177 C -10.45 -15.51 -16.70  -0.148
178 C -10.56 -14.43 -17.84  -0.474
179 N -9.46 -14.53 -18.80  -0.098
180 O -9.59 -13.54 -19.75  -0.025
181 C -11.99 -14.64 -18.49  -0.017
182 C -10.44 -13.06 -17.17  -0.050
183 C -10.38 -16.22 -20.52  -0.038
184 H -7.11 -15.64 -19.41  0.076
185 H -7.74 -15.28 -20.95  0.075
186 H -7.62 -16.92 -20.52  0.080
187 H -9.19 -18.04 -18.62  0.116
188 H -8.32 -16.90 -17.78  0.110
189 H -10.11 -17.54 -16.31  0.113
190 H -11.36 -17.21 -17.56  0.101
191 H -9.53 -15.32 -16.16  0.117
192 H -11.22 -15.51 -15.92  0.118
193 H -12.13 -15.63 -18.93  0.052
194 H -12.76 -14.61 -17.72  0.087
195 H -12.23 -13.89 -19.25  0.079
196 H -10.60 -12.19 -17.80  0.074
197 H -11.26 -12.88 -16.49  0.083
198 H -9.49 -12.79 -16.71  0.089
199 H -10.04 -16.72 -21.43  0.082
200 H -10.85 -15.32 -20.92  0.066
201 H -11.24 -16.84 -20.25  0.071
202 H -10.47 -13.63 -20.13  0.064

=====

No. 2
Formula: C23H15AuN5O9
Source: the Open Molecules 2025 dataset
Level of theory: the ωB97M-V functional and the def2-TZVPD basis

Summary:
Spin multiplicity   1
Net charge   +1
HOMO level (spin up / spin down)   -10.99 / -10.99 eV

Last column: natural (NBO) charge in e.
CARTESIAN COORDINATES (ANGSTROEM)
1 Au -1.04 1.17 0.26  0.847
2 C -1.49 4.69 0.32  -0.254
3 O -0.92 3.61 -0.42  -0.537
4 C 0.16 3.86 -1.20  0.397
5 C 0.62 5.15 -1.46  -0.306
6 C 1.69 5.36 -2.30  -0.145
7 C 2.33 4.30 -2.92  -0.230
8 C 1.90 3.01 -2.65  -0.163
9 C 0.84 2.77 -1.78  -0.025
10 N 0.43 1.43 -1.46  -0.237
11 N 1.20 0.55 -1.90  -0.154
12 C 0.99 -0.81 -1.67  -0.012
13 C -0.23 -1.43 -1.20  0.517
14 O -1.31 -0.87 -1.05  -0.583
15 C -0.18 -2.90 -0.80  -0.055
16 C 1.02 -3.67 -1.17  -0.072
17 C 2.07 -3.07 -1.75  -0.079
18 C 3.24 -3.87 -2.12  -0.153
19 C 4.32 -3.29 -2.64  -0.211
20 C 4.34 -1.86 -2.84  -0.116
21 C 3.30 -1.07 -2.52  -0.190
22 C 2.08 -1.61 -1.98  0.084
23 H -1.85 5.47 -0.35  0.192
24 H -2.32 4.26 0.87  0.210
25 H -0.76 5.10 1.02  0.196
26 H 0.13 6.00 -1.00  0.231
27 H 2.02 6.38 -2.49  0.230
28 H 3.15 4.47 -3.60  0.230
29 H 2.39 2.17 -3.12  0.230
30 H -1.09 -3.39 -1.16  0.267
31 H 1.03 -4.74 -0.97  0.235
32 H 3.19 -4.94 -1.96  0.230
33 H 5.19 -3.88 -2.91  0.239
34 H 5.24 -1.41 -3.25  0.232
35 H 3.36 0.00 -2.68  0.235
36 O -4.94 -3.69 4.57  -0.348
37 N -4.60 -2.54 4.75  0.533
38 O -5.06 -1.77 5.56  -0.349
39 C -3.49 -2.04 3.92  -0.029
40 C -2.94 -2.84 2.98  -0.096
41 C -1.84 -2.35 2.23  -0.030
42 C -1.24 -1.02 2.44  0.469
43 O -0.23 -0.59 1.89  -0.572
44 C -2.03 -0.22 3.38  -0.077
45 C -3.05 -0.70 4.12  -0.075
46 N -1.70 1.21 3.56  0.543
47 O -1.89 1.69 4.64  -0.297
48 O -1.32 1.85 2.58  -0.428
49 N -1.46 -3.14 1.19  0.487
50 O -2.10 -4.04 0.71  -0.304
51 O -0.24 -2.85 0.66  -0.287
52 H -3.32 -3.84 2.82  0.286
53 H -3.56 -0.07 4.84  0.292

=====

No. 3
Formula: CH7N3O
Source: the Open Molecules 2025 dataset
Level of theory: the ωB97M-V functional and the def2-TZVPD basis

Summary:
Energy relative to the best compared isomer or geometry (same formula, charge and spin)   483.5 kJ/mol
Spin multiplicity   1
HOMO level   -9.51 eV

Last column: natural (NBO) charge in e.
CARTESIAN COORDINATES (ANGSTROEM)
1 C 1.46 -0.12 -1.11  -0.432
2 N 0.27 -0.60 -0.45  -0.381
3 O 0.28 -0.24 0.95  -0.294
4 N -0.65 0.78 1.24  -0.176
5 N -1.98 0.42 1.08  -0.665
6 H 1.40 -0.43 -2.15  0.206
7 H 1.47 0.97 -1.07  0.196
8 H 2.39 -0.50 -0.67  0.180
9 H 0.25 -1.62 -0.44  0.345
10 H -0.46 1.57 0.62  0.327
11 H -2.23 -0.24 1.81  0.352
12 H -2.18 0.01 0.17  0.343